Entry 1:
{
  "formula": "C3H5N2O5P",
  "method": "wB97M-V/def2-TZVPD",
  "symbols": ["O", "C", "N", "C", "N", "C", "O", "P", "O", "O", "O", "H", "H", "H", "H", "H"],
  "xyz": [[-2.77051, 0.89426, -1.14781], [-2.15956, 1.41392, -0.19622], [-1.07475, 0.97466, 0.42011], [-0.25159, -0.16993, -0.13391], [-0.31520, -1.30616, 0.65712], [0.46260, -2.37673, 0.59720], [1.43298, -2.62161, -0.11908], [1.33946, 0.91663, -0.23278], [1.08676, 2.11281, -1.07871], [1.63240, 1.14456, 1.24561], [2.36657, -0.14920, -1.06190], [-2.54550, 2.38804, 0.13662], [-0.84883, 1.23816, 1.34289], [-0.56700, -0.37740, -1.18115], [0.20412, -3.03230, 1.56852], [2.00806, -1.04972, -0.81650]],
  "smiles": "O=CN[C@H](/N=C\\[O-])[P@@](=O)([O-])O",
  "e_homo_ev": -0.192,
  "orbital_gap_ev": 6.61,
  "lumo_energy_ev": 6.4,
  "charge": -2,
  "relative_energy_kcal_mol": 0.00,
  "spin_multiplicity": 1
}

***

Entry 2:
{
  "formula": "C34H37N3O3Pd",
  "method": "wB97M-V/def2-TZVPD",
  "symbols": ["Pd", "C", "C", "C", "C", "C", "C", "C", "C", "N", "C", "O", "C", "C", "C", "C", "C", "N", "C", "O", "N", "C", "C", "C", "C", "C", "C", "C", "C", "H", "H", "H", "H", "H", "H", "H", "H", "H", "H", "H", "H", "H", "H", "H", "H", "H", "H", "H", "H", "H", "C", "O", "H", "H", "H", "H", "C", "C", "C", "C", "C", "C", "C", "C", "C", "C", "H", "H", "H", "H", "H", "H", "H", "H", "H", "H", "H", "H"],
  "xyz": [[0.57982, -1.41972, 0.13166], [4.39187, -4.86988, -0.54135], [3.09292, -5.02120, -1.28206], [2.80269, -6.25499, -1.84847], [1.57024, -6.54090, -2.41673], [0.57844, -5.57329, -2.34131], [0.82468, -4.32257, -1.80328], [-0.30746, -3.35073, -1.64673], [2.12911, -3.96760, -1.33751], [2.31208, -2.70319, -0.85358], [3.50064, -2.00597, -0.80924], [4.47423, -2.20419, -1.57934], [3.52683, -0.91719, 0.15824], [4.68472, -0.15226, 0.39169], [4.67319, 0.85461, 1.32412], [3.46691, 1.12633, 2.04119], [2.35726, 0.35338, 1.77358], [2.38791, -0.63820, 0.88554], [1.02164, 0.63541, 2.43382], [0.93678, 1.54049, 3.28733], [0.00476, -0.07941, 1.94518], [-1.29846, 0.08289, 2.39977], [-2.35271, 0.48438, 1.52470], [-2.12674, 0.75769, 0.05985], [-3.64787, 0.56384, 2.02258], [-3.93978, 0.29350, 3.34876], [-2.91939, -0.09611, 4.19883], [-1.61702, -0.22813, 3.74395], [-0.53153, -0.73518, 4.64646], [4.93017, -5.82154, -0.52596], [4.20495, -4.55493, 0.49023], [5.01538, -4.10279, -0.99947], [3.56738, -7.02644, -1.81663], [1.37652, -7.50742, -2.86854], [-0.41707, -5.80662, -2.70970], [-1.27320, -3.84880, -1.74833], [-0.25332, -2.53607, -2.36956], [-0.24975, -2.90746, -0.61621], [5.56842, -0.39246, -0.18642], [5.55968, 1.45278, 1.50414], [3.40322, 1.92672, 2.76479], [-0.97190, 1.77359, -1.40849], [-3.08932, 0.93283, -0.43209], [-1.68739, -0.15835, -0.36594], [-4.45256, 0.86265, 1.35600], [-4.95888, 0.37500, 3.71118], [-3.14350, -0.31614, 5.23874], [-0.92357, -1.00891, 5.62872], [0.23575, 0.03165, 4.76456], [-0.04408, -1.60345, 4.19486], [2.06165, 0.12630, -3.19214], [1.06556, -0.54069, -2.44899], [2.64911, -0.57503, -3.79616], [2.74880, 0.68871, -2.54966], [1.55835, 0.82602, -3.86694], [1.51176, -1.19387, -1.84871], [-1.77334, 3.59264, 1.43840], [-1.54032, 3.34491, -0.05683], [-0.32614, 4.20191, -0.46879], [-1.14507, 1.87786, -0.33477], [-2.74595, 3.73994, -0.89896], [-2.61832, 3.84109, -2.29042], [-3.67781, 4.26184, -3.07733], [-4.90442, 4.56929, -2.50808], [-5.05702, 4.44813, -1.13367], [-3.98499, 4.04318, -0.34543], [-0.86419, 3.34723, 1.99023], [-2.56976, 2.97164, 1.83894], [-2.01859, 4.64595, 1.61170], [0.47448, 4.07256, 0.26090], [-0.59238, 5.26163, -0.51718], [0.07012, 3.89487, -1.43807], [-0.19392, 1.69427, 0.15789], [-1.67672, 3.59351, -2.76249], [-3.54382, 4.35983, -4.14890], [-5.73255, 4.89887, -3.12429], [-6.01465, 4.66855, -0.67697], [-4.13259, 3.96317, 0.72313]],
  "e_homo_ev": [0.743, 0.742],
  "orbital_gap_ev": [3.54, 3.54],
  "lumo_energy_ev": [4.3, 4.3],
  "charge": -2,
  "relative_energy_kcal_mol": 26.40,
  "spin_multiplicity": 1
}

***

Entry 3:
{
  "formula": "C5H6F5NO",
  "method": "wB97M-V/def2-TZVPD",
  "symbols": ["C", "C", "C", "C", "C", "N", "O", "F", "F", "F", "F", "F", "H", "H", "H", "H", "H", "H"],
  "xyz": [[-0.39144, -0.52371, -0.86984], [0.15808, 1.18729, -2.58453], [-0.84633, -2.14668, 0.70584], [0.98676, 0.22244, 0.74417], [0.17439, 1.15450, 1.65951], [-0.32934, 0.04335, -1.94718], [-1.14072, -1.48450, -0.45816], [2.08690, 0.90029, 0.32022], [1.54916, -0.73734, 1.59086], [0.60914, 2.36801, 1.69301], [-1.10822, 1.10041, 1.24388], [0.10435, 0.69415, 2.96578], [1.17100, 1.13616, -2.65443], [0.16403, 2.09814, -1.86821], [-0.37690, 1.30253, -3.55367], [-1.59365, -3.00407, 0.69482], [-1.32373, -1.70117, 1.56949], [0.10651, -2.60978, 0.74844]],
  "s_squared": 2.01,
  "e_homo_ev": [-5.969, -10.207],
  "orbital_gap_ev": [6.90, 7.87],
  "lumo_energy_ev": [0.9, -2.3],
  "spin_multiplicity": 3
}